Molecular formula: C30H52O7S
Method: DFT, ωB97M-V/def2-TZVPD

The calculation puts the HOMO energy at -8.557 eV. The calculation puts the HOMO-LUMO gap at 9.23 eV. Its SMILES is CCSCOC(=O)OCCOCCOc1ccc(C(C)(C)CC(C)(C)C)cc1.C1CCOC1.C1CCOC1. The energy relative to the best compared isomer or geometry (same formula, charge and spin) is 0.0 kcal per mole. Its spin multiplicity is 1. The calculation puts the energy at -2099.081910 hartree.

Last column: Löwdin charge in e.
Positions of all 90 atoms, in Å:
C -0.29 -4.18 0.79  -0.16
C -0.59 -4.84 -0.57  -0.52
S -1.66 -3.82 -1.61  0.90
C -2.97 -3.30 -0.47  -0.47
O -4.16 -3.09 -1.23  -0.04
C -5.15 -2.63 -0.41  -0.60
O -5.65 -3.31 0.44  0.16
O -5.43 -1.37 -0.67  0.05
C -6.78 -0.96 -0.36  -0.10
C -6.81 -0.21 0.98  -0.17
O -7.43 1.06 0.92  -0.11
C -6.71 1.96 0.10  -0.18
C -5.40 2.41 0.72  -0.16
O -4.59 3.02 -0.29  -0.06
C -3.30 2.49 -0.28  -0.30
C -2.92 1.56 -1.22  0.01
C -1.65 1.01 -1.16  -0.02
C -0.76 1.38 -0.16  -0.18
C 0.63 0.72 -0.12  -0.43
C 0.60 -0.73 -0.66  -0.04
C 1.50 1.56 -1.13  -0.03
C 1.33 0.85 1.24  -0.12
C 0.93 -0.11 2.40  -0.53
C 1.12 0.69 3.73  -0.04
C 1.83 -1.36 2.50  -0.04
C -0.53 -0.57 2.39  -0.05
C -1.16 2.33 0.77  -0.02
C -2.43 2.88 0.71  0.00
H -1.20 -3.85 1.29  0.06
H 0.30 -3.29 0.58  0.03
H 0.23 -4.86 1.45  0.08
H -0.99 -5.84 -0.44  0.07
H 0.35 -4.88 -1.11  0.07
H -2.69 -2.36 0.00  0.09
H -3.10 -4.07 0.29  0.09
H -7.46 -1.80 -0.34  0.13
H -7.09 -0.33 -1.19  0.12
H -7.40 -0.80 1.67  0.13
H -5.80 -0.19 1.39  0.12
H -6.50 1.59 -0.90  0.12
H -7.35 2.84 -0.02  0.13
H -4.87 1.55 1.12  0.11
H -5.55 3.10 1.56  0.13
H -3.64 1.28 -1.98  0.12
H -1.38 0.29 -1.91  0.12
H 0.78 -0.74 -1.73  0.08
H 1.35 -1.33 -0.15  0.08
H -0.37 -1.19 -0.52  0.04
H 2.17 0.87 -1.63  0.07
H 0.88 2.08 -1.85  0.08
H 2.13 2.25 -0.58  0.08
H 1.30 1.89 1.54  0.09
H 2.39 0.65 1.04  0.12
H 0.37 0.37 4.45  0.08
H 2.13 0.53 4.12  0.07
H 0.94 1.75 3.58  0.07
H 1.39 -2.17 1.93  0.05
H 2.85 -1.13 2.19  0.07
H 1.83 -1.66 3.55  0.09
H -1.23 0.26 2.38  0.08
H -0.72 -1.12 3.31  0.09
H -0.78 -1.25 1.57  0.06
H -0.52 2.65 1.58  0.11
H -2.72 3.61 1.46  0.12
C 2.31 1.47 -6.52  -0.17
C 3.45 2.08 -5.72  -0.17
C 2.75 2.47 -4.42  -0.21
O 1.70 1.52 -4.23  -0.17
C 1.51 0.76 -5.43  -0.20
H 2.63 0.80 -7.31  0.11
H 1.70 2.27 -6.97  0.11
H 4.22 1.32 -5.52  0.11
H 3.93 2.93 -6.21  0.11
H 2.31 3.47 -4.49  0.12
H 3.42 2.44 -3.56  0.11
H 1.90 -0.25 -5.26  0.12
H 0.45 0.70 -5.66  0.12
C 6.64 0.33 3.81  -0.17
C 7.53 0.53 2.58  -0.17
C 7.10 -0.63 1.69  -0.20
O 5.72 -0.86 1.98  -0.15
C 5.34 -0.15 3.16  -0.22
H 6.50 1.23 4.40  0.11
H 7.05 -0.45 4.45  0.11
H 7.30 1.48 2.11  0.11
H 8.60 0.51 2.81  0.11
H 7.66 -1.54 1.91  0.12
H 7.21 -0.40 0.63  0.12
H 4.71 0.69 2.87  0.11
H 4.76 -0.81 3.81  0.11